Record 1
{
  "formula": "C32H30Cl5F6IrN5O8Si",
  "method": "ωB97M-V/def2-TZVPD",
  "fmax_ev_per_a": 1.3,
  "homo_ev": [-8.4, -8.5],
  "multiplicity": 2,
  "s2": 0.756,
  "e_lumo_ev": [-0.407, -1.721],
  "molar_mass_g_mol": 1124.2,
  "gap_ev": [8.014, 6.758],
  "elements": ["N", "H", "C", "C", "C", "N", "O", "F", "H", "C", "C", "C", "H", "H", "H", "Ir", "H", "C", "C", "C", "H", "H", "H", "C", "C", "H", "H", "H", "C", "C", "C", "O", "H", "C", "O", "H", "Cl", "C", "O", "F", "H", "C", "C", "C", "C", "H", "H", "H", "C", "H", "H", "O", "Cl", "H", "H", "C", "H", "H", "H", "H", "C", "H", "C", "H", "N", "F", "O", "H", "F", "C", "N", "C", "Si", "Cl", "Cl", "O", "C", "O", "C", "Cl", "C", "C", "N", "F", "F", "H", "C", "C"],
  "positions_angstrom": [[-0.1639, 2.5635, 1.8558], [-3.0417, -5.8437, -4.1633], [1.8103, -0.2352, 3.4460], [-3.8774, -5.4023, -3.6182], [3.2001, -2.4392, 2.4935], [-1.0496, -0.3578, -1.7223], [-3.2149, 5.0836, -0.2945], [0.6126, 0.7669, -3.4553], [2.7423, 2.9098, -0.9887], [2.8049, 2.9962, 3.0040], [-1.9547, 3.8439, 1.3701], [2.9142, 3.3556, -0.0147], [-4.0011, -1.3240, -4.0166], [3.2037, -3.1264, 4.5287], [-3.5241, 1.0532, -3.4791], [0.3923, 0.1915, -0.2411], [1.9988, 3.7241, 3.0271], [-0.8036, 2.8421, 2.9664], [-2.5234, -2.9412, 1.0798], [-4.3684, -1.4106, 1.2671], [3.0372, -1.4982, 0.5621], [-1.6359, 1.6050, -2.0132], [4.6759, 0.6664, 0.4227], [-2.5141, -3.5226, -2.9841], [-1.2897, -1.6356, -2.0260], [0.5779, 2.0241, 4.3455], [-1.1006, 1.5578, 4.6412], [-3.1615, -5.9227, -1.9169], [2.5757, -0.3063, -2.5664], [-2.1223, -0.5245, 0.9725], [-3.8881, -2.7254, 1.2300], [-3.9368, 4.9786, 1.7956], [3.7519, -3.2905, 2.1158], [-0.5227, 2.9930, -0.5885], [2.1555, 0.0632, -1.3149], [5.3397, 1.9764, 1.4032], [0.0460, -2.0664, 0.7870], [4.5464, 1.2259, 1.3457], [-1.3200, 0.4894, 0.8115], [1.0055, -2.0729, -3.0251], [4.2973, 0.9435, -2.3572], [-3.5060, -0.3306, 1.1417], [2.3137, -1.8101, -2.8405], [-1.8572, 0.5759, -2.2480], [2.7970, -1.4500, 1.6122], [4.6704, 0.5385, 2.1834], [-0.5479, 3.1827, 5.0653], [1.9480, -1.1663, 5.3660], [4.0897, -0.0824, -2.6478], [2.7284, 2.3413, 3.8730], [-2.5823, 3.9602, 3.3512], [-4.0225, -5.9830, -2.3521], [-4.9653, -4.0595, 1.3535], [-4.4443, -3.3511, -3.6573], [4.5796, -0.7590, -1.9496], [-3.1219, 4.6846, 0.9496], [3.9197, 3.7891, -0.0105], [4.4789, -0.2596, -3.6500], [-0.6384, -2.3896, -1.6169], [3.7549, 3.5330, 3.0947], [-3.1744, -1.0699, -3.3653], [1.2490, 0.6184, 3.8033], [-1.6787, -1.8498, 0.9616], [-4.8019, -5.5777, -4.1626], [1.7096, 0.6906, 1.1993], [1.9794, -0.0701, -4.8969], [-1.6540, -4.2938, -2.5904], [2.2087, 4.1722, 0.1358], [2.7082, -2.5500, -1.7875], [2.0978, -0.3417, 2.0877], [-3.6569, -3.9675, -3.5598], [1.9069, 0.5315, -3.6950], [2.8974, 2.1120, 1.3630], [-1.8754, -4.5315, 1.0231], [-6.0539, -1.1309, 1.4459], [0.2035, 2.0082, -1.0042], [2.8972, -2.3454, 3.8457], [-0.9543, 3.7891, -1.4266], [-2.3476, -2.0408, -2.8217], [-4.0782, 1.2913, 1.1448], [-0.4495, 2.3789, 4.3357], [-0.8642, 3.1645, 0.8451], [-1.8886, 3.6026, 2.7110], [2.5067, 1.7247, -3.8176], [2.9684, -2.2849, -3.9069], [-2.4054, 4.7845, -0.8097], [-2.9144, 0.2576, -3.0766], [2.1964, -1.2442, 4.3155]]
}



Record 2
{
  "formula": "C3H11N3",
  "method": "ωB97M-V/def2-TZVPD",
  "fmax_ev_per_a": 4.9,
  "charge": -1,
  "homo_ev": [0.8, -3.9],
  "multiplicity": 2,
  "s2": 0.753,
  "e_lumo_ev": [4.241, 4.060],
  "molar_mass_g_mol": 89.1,
  "gap_ev": [3.458, 7.960],
  "elements": ["C", "H", "H", "H", "N", "H", "N", "N", "H", "H", "C", "H", "H", "C", "H", "H", "H"],
  "positions_angstrom": [[0.4895, 1.9155, 0.0750], [-2.0978, 1.1826, -0.7904], [1.3805, 1.4455, 0.5683], [-0.5502, -0.6475, 0.6473], [0.6378, -1.7246, -0.7116], [-1.3957, 2.2507, -2.3563], [-0.0219, 1.4896, -1.0214], [0.6742, -1.7549, 1.8814], [1.4838, -1.2135, -0.4463], [-1.4229, 2.8652, -0.7116], [-1.3630, 1.9243, -1.2599], [0.7279, -2.6827, 2.3667], [0.1016, -0.9413, -1.2297], [-0.1561, -1.6731, 0.7094], [-0.9871, -2.4100, 0.4706], [-0.0628, -1.5364, 2.5085], [-0.0308, 2.6161, 0.7874]]
}



Record 3
{
  "formula": "C15H50N16O9",
  "method": "ωB97M-V/def2-TZVPD",
  "fmax_ev_per_a": 10.3,
  "homo_ev": -8.1,
  "e_lumo_ev": 0.103,
  "smiles": "COC[C@H](C)N.COC[C@H](C)N.NC(N)=O.NC(N)=O.NC(N)=O.NC(N)=O.NC(N)=O.NC(N)=O.NC(N)=O",
  "molar_mass_g_mol": 598.7,
  "gap_ev": 8.171,
  "elements": ["O", "H", "N", "C", "H", "H", "O", "N", "H", "N", "H", "C", "N", "C", "O", "H", "H", "H", "H", "N", "C", "H", "H", "C", "H", "O", "N", "N", "O", "H", "H", "H", "H", "O", "O", "N", "H", "H", "C", "H", "H", "N", "C", "N", "H", "H", "H", "C", "C", "H", "N", "N", "H", "H", "H", "H", "N", "H", "H", "C", "H", "C", "O", "C", "H", "H", "H", "H", "H", "C", "H", "H", "H", "H", "H", "C", "N", "N", "C", "H", "O", "H", "H", "N", "H", "H", "H", "H", "H", "H"],
  "positions_angstrom": [[-1.0063, -22.1035, -0.0218], [-1.5306, -17.3825, -7.2131], [-3.6963, -23.1774, 4.4549], [2.3714, -19.0717, 3.2288], [2.0133, -19.5093, 2.2970], [3.2762, -21.6944, 2.9855], [-4.2438, -15.2809, 4.6443], [-0.9034, -19.2228, -1.8945], [0.5266, -18.0704, 1.6877], [-3.0836, -19.0064, 5.5653], [-3.7838, -18.3178, 5.8016], [-2.5958, -23.2455, 3.7295], [-7.2023, -19.2094, 1.0407], [0.8794, -17.3924, 2.4648], [-2.4181, -23.8014, 2.6643], [-0.5400, -20.3500, 2.7648], [-5.9634, -21.1094, 1.2379], [-1.3180, -19.0474, -6.9624], [-4.4613, -18.8915, -2.8984], [-3.9934, -17.0774, 3.3849], [-4.5851, -20.0412, -1.4955], [0.0694, -17.9626, -6.9133], [-1.6805, -16.4194, 3.3129], [0.2837, -17.3063, -2.8911], [-3.1008, -20.6049, 8.2082], [1.4161, -18.0687, 3.5568], [-4.0714, -21.0879, -1.0399], [-2.3350, -15.7006, 3.5869], [-1.3059, -17.7744, -5.1882], [0.0836, -16.5904, -2.0939], [-1.9172, -14.8036, 3.7893], [-1.7595, -22.2398, 5.1956], [-4.1615, -19.3170, 7.6322], [-6.5603, -18.5817, 3.0156], [-1.6898, -20.4764, 6.1599], [-5.8833, -20.4654, 2.0118], [-3.0992, -21.3494, -1.1207], [0.5532, -20.1111, 4.7680], [-0.9666, -18.0825, -6.5967], [-0.0177, -16.9089, 2.8516], [-4.6354, -21.7678, -0.5504], [-0.1542, -23.8548, 1.0357], [-0.9445, -18.2313, -2.9529], [-1.0790, -20.2995, 1.9121], [-1.8420, -17.6183, -2.8700], [-1.0324, -23.9035, 1.5322], [-7.8787, -18.4638, 0.9587], [-0.0793, -22.8327, 0.2384], [2.3792, -20.2154, 4.3004], [0.8782, -21.5534, 5.1152], [-2.7478, -19.4514, 1.0807], [1.0405, -20.8981, 4.3640], [1.6247, -16.7668, 1.9736], [1.3085, -17.6645, -2.7928], [-3.6514, -19.0203, 1.2145], [-5.6898, -20.8150, 2.9394], [1.0660, -22.8700, -0.4426], [-4.9938, -17.2155, 3.3669], [0.6872, -24.3860, 1.2086], [-0.9620, -18.8251, -4.4244], [-1.7482, -19.5344, -4.6830], [-2.1384, -19.6380, 2.1177], [-5.7295, -19.7298, -1.3461], [3.4088, -21.2741, 3.9824], [-6.9711, -19.8063, 0.2595], [0.3963, -16.6196, -3.7301], [-2.4816, -20.0090, 0.2818], [-0.0709, -19.4005, -4.6756], [-0.2084, -19.9093, -2.1511], [-2.6818, -19.8435, 6.4326], [3.3313, -22.1388, 4.6415], [4.4422, -20.9332, 3.9185], [-1.1136, -21.0411, 1.2272], [3.3722, -18.6400, 3.2451], [-0.4844, -18.7075, -1.1336], [-3.5801, -15.9891, 3.8994], [-3.8627, -19.5334, -2.3986], [-1.5738, -22.6925, 4.3120], [-6.5338, -19.3701, 2.1021], [-3.7692, -22.8812, 5.4178], [-2.3716, -19.0104, 3.0904], [-4.5051, -23.4394, 3.9096], [1.8062, -23.4940, -0.1548], [-3.3947, -19.9587, 7.4898], [2.5700, -19.7216, 5.2531], [-2.6305, -19.0271, 4.6629], [-2.8817, -19.6272, -2.6197], [1.2785, -22.0913, -1.0496], [-0.6125, -22.5873, 4.0206], [-3.3775, -17.8454, 3.1592]]
}



Record 4
{
  "formula": "H2N4O",
  "method": "ωB97M-V/def2-TZVPD",
  "fmax_ev_per_a": 3.8,
  "homo_ev": -9.5,
  "e_lumo_ev": -0.301,
  "molar_mass_g_mol": 74.0,
  "gap_ev": 9.224,
  "elements": ["O", "H", "N", "N", "H", "N", "N"],
  "positions_angstrom": [[-3.2828, 1.1062, 0.7809], [-2.4757, -0.4229, 1.5091], [1.6686, -0.2006, -0.5839], [-2.3204, 0.5785, 1.3316], [3.0458, -0.4673, -1.9558], [2.4634, -0.7830, -1.2250], [0.9012, 0.1890, 0.1431]]
}